No. 1
A 2-piece molecular cluster, Cl2H2NOP overall in a non-equilibrium geometry, computed with the ωB97M-V functional and the def2-TZVPD basis.

Structure (ORCA input):
```
! wB97M-V def2-TZVPD RIJCOSX def2/J DEFGRID3
* xyz 0 1
N 1.0155 1.1115 0.5599
O 0.4672 -1.3919 0.9411
P 1.2741 -0.3378 0.3478
Cl 2.9363 -0.8546 -0.6423
Cl -3.3894 0.5052 -0.4646
H 1.4982 1.6971 -0.0381
H -3.8020 -0.7294 -0.7038
*
```

Computed properties:
HOMO level	-11.21	eV
orbital gap	10.83	eV
LUMO	-0.4	eV
max |F|	2.5	eV/Å
energy above the lowest of the compared OMol25 structures with the same formula, charge and spin	139.4	kJ/mol


No. 2
A 2-piece molecular cluster, Cl2H2NOP overall in a non-equilibrium geometry, computed with the ωB97M-V functional and the def2-TZVPD basis.

Structure (ORCA input):
```
! wB97M-V def2-TZVPD RIJCOSX def2/J DEFGRID3
* xyz 0 1
N -0.7226 2.2492 -0.3885
O 0.3319 -2.1382 1.7719
P 0.6596 -1.4335 0.5414
Cl -0.6496 -2.0039 -0.9638
Cl 2.4528 -1.9400 -0.1599
H -1.6371 2.0329 -0.5735
H -0.4349 3.2336 -0.2277
*
```

Computed properties:
HOMO level (alpha / beta)	-9.81 / -11.52	eV
orbital gap (alpha / beta)	8.80 / 8.86	eV
LUMO (alpha / beta)	-1.0 / -2.7	eV
max |F|	4.4	eV/Å
energy above the lowest of the compared OMol25 structures with the same formula, charge and spin	339.4	kJ/mol


No. 3
One molecule with the formula Cl2H2Si in a non-equilibrium geometry, computed with the ωB97M-V functional and the def2-TZVPD basis.

Structure (ORCA input):
```
! wB97M-V def2-TZVPD RIJCOSX def2/J DEFGRID3
* xyz 0 1
Cl 1.6361 -0.2475 1.2492
Si -0.1304 -0.1151 0.0872
Cl 0.2350 0.9609 -1.7200
H -1.0279 0.8909 0.6989
H -0.7128 -1.4892 -0.3153
*
```

Computed properties:
HOMO level	-11.29	eV
orbital gap	11.99	eV
LUMO	0.7	eV
max |F|	1.4	eV/Å
SMILES	Cl[SiH2]Cl
energy above the lowest of the compared OMol25 structures with the same formula, charge and spin	17.7	kJ/mol


No. 4
A 2-piece molecular cluster, Cl2H3NSi overall in a non-equilibrium geometry, computed with the ωB97M-V functional and the def2-TZVPD basis.

Structure (ORCA input):
```
! wB97M-V def2-TZVPD RIJCOSX def2/J DEFGRID3
* xyz 0 1
N -1.0037 0.6772 0.4416
Si 3.5103 0.6771 -1.0160
Cl 2.9089 -0.3140 0.6808
Cl -1.2917 -0.8670 1.2083
H -1.6517 0.7831 -0.4118
H -0.0474 0.7223 0.0904
H 2.1858 1.5090 -1.3823
*
```

Computed properties:
HOMO level	-9.17	eV
orbital gap	8.00	eV
LUMO	-1.2	eV
max |F|	2.3	eV/Å
energy above the lowest of the compared OMol25 structures with the same formula, charge and spin	507.2	kJ/mol


No. 5
One molecule with the formula Cl2H4OSi2 in a non-equilibrium geometry, computed with the ωB97M-V functional and the def2-TZVPD basis.

Structure (ORCA input):
```
! wB97M-V def2-TZVPD RIJCOSX def2/J DEFGRID3
* xyz 0 1
O -0.6345 -2.4753 0.8161
Si -0.3754 -1.7573 -0.6299
Si 0.0506 0.6740 -0.4988
Cl 1.2461 -2.8464 -1.4153
Cl -1.9866 -2.5138 -1.7348
H -0.2536 -2.0322 1.5916
H -0.1034 1.2102 0.8784
H 1.3873 0.5897 -0.6116
H -0.7157 1.2697 -1.5780
*
```

Computed properties:
HOMO level	-10.45	eV
orbital gap	10.75	eV
LUMO	0.3	eV
max |F|	3.4	eV/Å
SMILES	O[Si]([SiH3])(Cl)Cl
energy above the lowest of the compared OMol25 structures with the same formula, charge and spin	136.5	kJ/mol


No. 6
Cl2H8MgO4 as an isolated structure in a non-equilibrium geometry, computed with the ωB97M-V functional and the def2-TZVPD basis.

Structure (ORCA input):
```
! wB97M-V def2-TZVPD RIJCOSX def2/J DEFGRID3
* xyz 0 1
Mg -0.0002 -0.1391 0.1230
Cl -0.5930 0.8651 -2.1555
Cl 0.7562 -1.0802 2.1651
O 1.5917 -1.1013 -0.8646
H 1.8783 -1.9901 -1.0960
H 2.3446 -0.5290 -1.0561
O -1.3448 -1.5159 -0.2335
H -2.0836 -1.2291 -0.7944
H -1.2136 -2.4473 -0.4464
O 1.1337 1.5483 0.2851
H 0.9300 2.2660 -0.3382
H 1.9638 1.7880 0.7156
O -1.5303 1.0015 1.0078
H -1.4557 1.8948 1.3605
H -2.3770 0.6683 1.3275
*
```

Computed properties:
HOMO level	-8.85	eV
orbital gap	8.79	eV
LUMO	-0.1	eV
max |F|	1.6	eV/Å
energy above the lowest of the compared OMol25 structures with the same formula, charge and spin	0.0	kJ/mol


No. 7
One molecule with the formula Cl2HNO2S in a non-equilibrium geometry, computed with the ωB97M-V functional and the def2-TZVPD basis.

Structure (ORCA input):
```
! wB97M-V def2-TZVPD RIJCOSX def2/J DEFGRID3
* xyz 0 1
O -1.2022 -1.9269 0.1281
S -1.7212 -0.6667 -0.3177
O -1.9596 -0.4020 -1.6941
Cl -3.4717 -0.1339 0.5935
N -0.7540 0.3531 0.5743
Cl -0.6875 2.2541 -0.3138
H 0.0671 -0.1329 0.4757
*
```

Computed properties:
HOMO level	-11.82	eV
orbital gap	9.13	eV
LUMO	-2.7	eV
max |F|	5.3	eV/Å
SMILES	O=S(=O)(Cl)NCl
energy above the lowest of the compared OMol25 structures with the same formula, charge and spin	99.7	kJ/mol


No. 8
An isolated ion of composition Cl2NO2S and charge -1 in a non-equilibrium geometry, computed with the ωB97M-V functional and the def2-TZVPD basis.

Structure (ORCA input):
```
! wB97M-V def2-TZVPD RIJCOSX def2/J DEFGRID3
* xyz -1 1
N -1.0624 0.0763 -0.2663
O 1.6180 -0.2179 -0.9332
O 0.9647 0.9418 1.0326
S 0.7749 -0.2968 0.3556
Cl -1.9690 -0.5608 1.4524
Cl -1.7548 -0.8599 -1.4926
*
```

Computed properties:
HOMO level	-4.68	eV
orbital gap	7.78	eV
LUMO	3.1	eV
max |F|	5.1	eV/Å
energy above the lowest of the compared OMol25 structures with the same formula, charge and spin	39.1	kJ/mol